1.
Entry from the OMol25 dataset: a molecular structure, C24H46BBr5CaCl3FMgN8O3Si (ωB97M-V/def2-TZVPD).

Computed properties:
Maximum force, eV/Å: 3.17
Net charge: +2
DFT total energy, eV: -466608.2663
Gap between HOMO and LUMO, eV: 2.5
Multiplicity: 1

Positions of all 94 atoms, in Å:
C (2.0761, -3.7249, 0.8922)
Si (1.2928, -2.5954, -0.3731)
C (2.0078, -0.8709, -0.2344)
C (1.6700, -3.2466, -2.1243)
C (-0.5835, -2.5832, -0.2633)
N (-1.2237, -2.4750, 0.8967)
N (-2.5358, -2.5764, 0.8338)
C (-3.0830, -2.8153, -0.3569)
B (-4.6598, -2.9746, -0.3750)
N (-5.4080, -2.5287, 0.7409)
O (-5.2180, -3.5463, -1.4787)
N (-2.4247, -2.9515, -1.4778)
N (-1.1216, -2.8046, -1.4219)
H (1.8114, -3.4925, 1.9056)
H (1.8982, -4.7704, 0.6839)
H (3.1460, -3.5885, 0.8240)
H (1.2164, -0.1679, -0.3977)
H (2.8140, -0.7803, -0.9427)
H (2.4096, -0.8007, 0.7600)
H (0.9182, -2.9757, -2.8489)
H (2.5888, -2.8328, -2.5003)
H (1.8190, -4.3323, -2.1330)
H (-4.7845, -2.0551, 1.3853)
H (-6.1658, -1.9111, 0.5080)
H (-5.7060, -2.8924, -1.9811)
N (-5.0259, -4.3165, 4.7392)
C (-4.2648, -3.7764, 5.7485)
C (-3.1656, -3.1291, 5.1745)
C (-3.2805, -3.2866, 3.7870)
C (-4.4610, -4.0386, 3.5419)
H (-5.8759, -4.8430, 4.8689)
H (-4.5530, -3.8886, 6.7951)
H (-2.3879, -2.6149, 5.7090)
H (-2.6106, -2.9187, 3.0402)
H (-4.9123, -4.3787, 2.6228)
Ca (0.8040, -5.8800, -2.5386)
N (-1.3688, -4.1242, -6.0628)
C (-0.7290, -3.4550, -5.0448)
C (0.2701, -2.6924, -5.5944)
C (0.2315, -2.9065, -6.9914)
C (-0.7862, -3.7872, -7.2487)
H (-2.1409, -4.7603, -5.9666)
H (-1.0259, -3.5663, -4.0195)
H (0.9487, -2.0515, -5.0561)
H (0.8765, -2.4614, -7.7279)
H (-1.1441, -4.2016, -8.1743)
C (5.2069, 5.1103, 2.4244)
O (4.0331, 4.3195, 2.4807)
C (2.8977, 4.8992, 1.8551)
C (2.5880, 4.2524, 0.5211)
N (3.5760, 4.5934, -0.4900)
C (3.5559, 3.7574, -1.6845)
C (3.6662, 2.2426, -1.5393)
O (4.9338, 1.7522, -1.1566)
C (5.2518, 1.9019, 0.2172)
H (5.8991, 4.7180, 3.1665)
H (5.6987, 5.0499, 1.4467)
H (4.9978, 6.1554, 2.6631)
H (3.0030, 5.9829, 1.7587)
H (2.0518, 4.7085, 2.5203)
H (1.6043, 4.5945, 0.1844)
H (2.5264, 3.1684, 0.6964)
H (4.4995, 4.5481, -0.0866)
H (4.3861, 4.0874, -2.3125)
H (2.6357, 3.9836, -2.2361)
H (3.4900, 1.8164, -2.5327)
H (2.8843, 1.8252, -0.8890)
H (4.3822, 1.7401, 0.8595)
H (5.6895, 2.8820, 0.4127)
H (6.0067, 1.1554, 0.4629)
Cl (-1.4770, -5.2140, 3.8435)
Cl (4.0661, 8.1753, -0.6964)
C (2.8484, 8.4469, -1.9639)
C (1.4880, 8.7420, -1.3899)
Cl (0.7759, 7.3178, -0.5814)
H (2.8273, 7.5682, -2.6024)
H (3.1881, 9.2948, -2.5545)
H (0.8065, 9.0262, -2.1886)
H (1.5290, 9.5507, -0.6671)
F (-7.4612, -3.4167, 0.0872)
Br (0.2814, 1.2150, -2.5057)
C (-1.6066, 0.8591, -2.8306)
C (-2.4840, 1.6337, -1.8903)
Br (-2.4750, 0.8203, -0.1172)
H (-1.7477, -0.2124, -2.7374)
H (-1.7803, 1.1571, -3.8614)
H (-3.5196, 1.6034, -2.2180)
H (-2.1740, 2.6652, -1.7701)
Mg (-1.8154, -4.8212, -3.0208)
C (-5.0711, -1.9968, 9.6958)
Br (-4.9295, -3.8364, 9.1110)
Br (-5.5884, -1.8873, 11.5392)
Br (-3.4451, -1.0276, 9.3413)
H (-5.8522, -1.5374, 9.1123)



2.
Entry from the OMol25 dataset: 4 unconnected molecules or ions with the total composition C24H46BN3O7Si (ωB97M-V/def2-TZVPD).

Computed properties:
Energy above the lowest of the compared OMol25 structures with the same formula, charge and spin, kJ/mol: 30.2
Maximum force, eV/Å: 1.86
SMILES string: COB(O)[Si@@H](CCCCOC(C)=O)Cc1cccc(C)c1.CN(C)C=O.CN(C)C=O.CN(C)C=O
Net charge: 0
DFT total energy, eV: -52992.4913
Gap between HOMO and LUMO, eV: 8.9
Multiplicity: 1

Positions of all 82 atoms, in Å:
C (-4.1578, 0.3240, -1.5621)
O (-2.9944, -0.1806, -0.9009)
B (-1.8100, 0.1900, -1.5318)
O (-1.4294, -0.5378, -2.6558)
Si (-0.7836, 1.6906, -0.7048)
C (0.4021, 1.0580, 0.6420)
C (-0.2962, 0.0458, 1.5986)
C (0.4472, -1.3129, 1.5836)
C (1.5382, -1.4226, 2.6779)
O (2.8647, -1.2438, 2.1431)
C (3.3772, -2.3578, 1.5918)
C (4.8802, -2.3303, 1.3834)
O (2.7313, -3.3280, 1.2407)
C (0.1789, 2.7617, -1.9503)
C (0.9315, 3.8046, -1.1288)
C (2.2585, 3.6402, -0.8208)
C (2.8952, 4.5842, -0.0477)
C (2.1761, 5.6576, 0.3957)
C (0.8498, 5.8335, 0.1019)
C (0.0522, 7.0052, 0.6303)
C (0.2138, 4.8909, -0.6823)
H (-4.0808, 0.1377, -2.6410)
H (-4.3238, 1.3862, -1.3602)
H (-5.0067, -0.2631, -1.2105)
H (-1.6301, -0.0869, -3.4831)
H (-1.7575, 2.5661, -0.0041)
H (1.2481, 0.5911, 0.1278)
H (0.7769, 1.9488, 1.1535)
H (-0.2088, 0.4601, 2.6075)
H (-1.3527, -0.1120, 1.3698)
H (-0.2795, -2.1193, 1.7088)
H (0.9667, -1.4687, 0.6371)
H (1.4412, -2.4083, 3.1346)
H (1.3999, -0.6430, 3.4255)
H (5.3921, -2.8059, 2.2214)
H (5.1018, -2.8780, 0.4705)
H (5.2439, -1.3040, 1.2954)
H (0.8903, 2.1796, -2.5448)
H (-0.4835, 3.2828, -2.6482)
H (2.7479, 2.7442, -1.1891)
H (3.9364, 4.4706, 0.2290)
H (2.6670, 6.4085, 1.0093)
H (0.4670, 7.2608, 1.6157)
H (-0.9826, 6.7051, 0.8238)
H (0.0434, 7.8578, -0.0501)
H (-0.8318, 4.9622, -0.9589)
C (-0.9897, -3.5769, -5.8005)
O (-0.8273, -3.9399, -6.9526)
N (-0.6480, -4.2841, -4.7121)
C (-0.8726, -3.7886, -3.3615)
C (-0.0347, -5.5861, -4.8939)
H (-1.4479, -2.6034, -5.5540)
H (0.0866, -3.7183, -2.8414)
H (-1.5259, -4.4795, -2.8307)
H (-1.3369, -2.8056, -3.3844)
H (0.8898, -5.4818, -5.4641)
H (-0.7095, -6.2364, -5.4529)
H (0.1818, -6.0306, -3.9256)
C (1.2922, 7.2292, 4.1589)
O (1.5988, 7.8353, 3.1470)
N (2.0230, 6.2574, 4.7331)
C (1.5894, 5.5819, 5.9403)
C (3.2867, 5.8720, 4.1255)
H (0.3554, 7.4406, 4.7013)
H (2.3287, 5.7301, 6.7300)
H (1.4840, 4.5128, 5.7452)
H (0.6319, 5.9767, 6.2736)
H (3.9527, 6.7351, 4.0851)
H (3.1126, 5.5229, 3.1081)
H (3.7512, 5.0799, 4.7076)
C (-3.8879, -6.2698, -1.8067)
O (-3.2185, -5.2547, -1.8566)
N (-3.7045, -7.2669, -0.9219)
C (-4.5368, -8.4538, -0.9131)
C (-2.6349, -7.1442, 0.0551)
H (-4.7214, -6.4560, -2.5043)
H (-5.0398, -8.5431, 0.0519)
H (-3.9179, -9.3383, -1.0766)
H (-5.2871, -8.3972, -1.6989)
H (-2.7933, -6.2528, 0.6629)
H (-1.6780, -7.0431, -0.4582)
H (-2.6142, -8.0230, 0.6947)



3.
Entry from the OMol25 dataset: 10 unconnected molecules or ions with the total composition C24H46Br14O9 (ωB97M-V/def2-TZVPD).

Computed properties:
Maximum force, eV/Å: 2.68
SMILES string: C[C@H]1COC(=O)O1.COC(=O)OC.COC(=O)OC.BrCCBr.BrCCBr.BrCCBr.BrCCBr.BrCCBr.BrCCBr.BrCCBr
Net charge: 0
DFT total energy, eV: -1024656.5388
Gap between HOMO and LUMO, eV: 9.6
Multiplicity: 1

Positions of all 93 atoms, in Å:
C (35.3166, 6.0927, -36.8133)
C (34.3887, 7.2893, -36.8249)
C (34.5637, 8.3637, -35.6867)
O (34.6454, 9.5863, -36.4081)
C (34.7268, 9.3812, -37.7365)
O (35.0075, 10.2184, -38.5335)
O (34.6116, 8.0701, -38.0012)
H (34.9871, 5.3875, -36.0465)
H (36.3303, 6.3204, -36.5126)
H (35.1941, 5.6381, -37.7920)
H (33.3665, 6.9099, -36.8929)
H (35.4213, 8.3125, -35.0159)
H (33.6858, 8.3285, -35.0396)
Br (39.4335, 12.1352, -40.3604)
C (37.6541, 11.3500, -40.3990)
C (36.6122, 12.3703, -40.7805)
Br (34.9156, 11.5083, -41.0484)
H (37.4798, 10.9291, -39.4148)
H (37.7319, 10.5165, -41.0884)
H (36.8965, 12.8651, -41.7026)
H (36.5041, 13.1074, -39.9929)
Br (31.8793, 6.6142, -34.1855)
C (30.8633, 6.3929, -32.5281)
C (31.6822, 5.8221, -31.3978)
Br (32.9634, 7.1294, -30.6425)
H (30.0165, 5.7524, -32.7821)
H (30.3463, 7.3222, -32.2958)
H (32.2151, 4.9361, -31.7159)
H (31.0010, 5.6031, -30.5804)
Br (33.7853, 2.6463, -38.6834)
C (34.5362, 3.5780, -40.2592)
C (36.0339, 3.5450, -40.1449)
Br (36.8421, 3.9199, -41.8790)
H (34.1502, 4.5943, -40.2397)
H (34.2255, 3.1138, -41.1895)
H (36.3792, 2.5487, -39.8657)
H (36.5032, 4.1819, -39.3981)
Br (37.5896, 3.9003, -37.5392)
C (36.4654, 2.6831, -36.4634)
C (37.3536, 1.7014, -35.7469)
Br (38.2405, 0.4056, -36.8879)
H (35.8290, 2.0996, -37.1234)
H (35.9662, 3.3481, -35.7710)
H (36.7664, 1.1012, -35.0511)
H (38.1560, 2.1628, -35.1785)
Br (28.6968, 4.1711, -36.6751)
C (29.9832, 4.7080, -38.0907)
C (30.8050, 5.8894, -37.6268)
Br (31.8731, 6.4531, -39.1580)
H (29.3295, 4.9924, -38.9029)
H (30.5679, 3.8147, -38.2609)
H (31.4600, 5.6376, -36.8053)
H (30.0978, 6.6556, -37.3221)
Br (39.9305, 11.9700, -36.7645)
C (40.0052, 10.0653, -37.1900)
C (38.7272, 9.4237, -36.7287)
Br (38.9099, 7.4764, -37.1188)
H (40.9085, 9.6347, -36.7702)
H (40.1154, 10.0115, -38.2696)
H (37.9236, 9.7226, -37.3888)
H (38.4886, 9.5543, -35.6827)
Br (28.6774, 11.9464, -37.7088)
C (30.6395, 11.8302, -37.8176)
C (31.0531, 10.5340, -37.1652)
Br (30.6123, 10.3687, -35.2477)
H (31.0168, 12.7285, -37.3466)
H (30.8321, 11.8141, -38.8841)
H (32.1237, 10.3468, -37.2383)
H (30.5569, 9.7058, -37.6624)
C (36.1028, 5.9384, -30.3525)
O (37.4182, 6.1909, -30.7612)
C (37.6888, 6.0175, -32.0381)
O (37.0353, 5.3832, -32.8000)
O (38.7219, 6.7945, -32.3076)
C (39.1627, 6.6081, -33.6621)
H (35.8304, 6.6947, -29.6104)
H (35.9248, 4.9891, -29.8517)
H (35.3438, 6.1456, -31.1096)
H (40.1256, 7.0461, -33.8970)
H (38.3829, 7.0187, -34.3039)
H (39.2242, 5.5448, -33.8953)
C (37.1822, 10.0294, -32.5187)
O (35.9614, 10.0842, -31.8002)
C (35.0509, 10.9106, -32.2896)
O (35.2798, 11.7119, -33.1199)
O (33.9461, 10.7622, -31.5810)
C (32.8324, 11.5998, -31.9890)
H (37.4411, 11.0407, -32.8310)
H (37.1302, 9.4098, -33.4193)
H (37.8940, 9.5427, -31.8644)
H (32.1349, 10.9994, -32.5700)
H (33.0872, 12.4569, -32.6064)
H (32.4482, 11.9884, -31.0474)



> Which formula does entry 1 have?

C24H46BBr5CaCl3FMgN8O3Si